{
  "formula": "C18H27ClN4O4PtS3SbSeSi",
  "method": "ωB97M-V with the def2-TZVPD basis set",
  "s_squared": 8.785,
  "de_lowest_kj_mol": 0.0,
  "gap_ev": [7.664, 5.450],
  "multiplicity": 6,
  "elements": ["Pt", "S", "Sb", "S", "S", "O", "C", "O", "C", "C", "Cl", "N", "N", "C", "C", "O", "O", "C", "C", "C", "C", "C", "C", "H", "H", "H", "H", "H", "H", "C", "Si", "C", "C", "Se", "H", "H", "H", "H", "H", "H", "H", "H", "H", "C", "C", "C", "C", "N", "N", "H", "H", "H", "H", "H", "H", "H", "H", "H", "H", "H", "H"],
  "xyz": [[1.23583, 1.30634, 0.66393], [3.99073, 3.66974, 3.25533], [3.78423, 1.38624, 2.87813], [1.34843, 1.06454, 3.19753], [3.61983, 1.34104, 0.42713], [0.99473, 6.09764, -2.96457], [1.10413, 5.03574, -3.72097], [1.20133, 5.10394, -4.92277], [1.09253, 3.69174, -3.04677], [1.23893, 2.49134, -3.73747], [1.63263, 2.32144, -5.37267], [1.10903, 1.46344, -2.85597], [0.90723, 1.96304, -1.62197], [0.91053, 3.28864, -1.70227], [0.80943, 4.13054, -0.44147], [0.61563, 5.34114, -0.55717], [0.92323, 3.53584, 0.65533], [1.16703, 0.06544, -3.05957], [0.95433, -0.53156, -4.29997], [1.06883, -1.90586, -4.43257], [1.35803, -2.70956, -3.34277], [1.52733, -2.11706, -2.10337], [1.43943, -0.74666, -1.96447], [0.85053, 5.89424, -1.97967], [0.70063, 0.06054, -5.16097], [0.93183, -2.34956, -5.40707], [1.44883, -3.77996, -3.46137], [1.73443, -2.70996, -1.22487], [1.59293, -0.28876, -0.98947], [-0.54117, -4.15426, 0.72203], [0.94793, -3.68226, 1.83173], [0.72213, -4.21176, 3.65123], [2.60873, -4.32736, 1.13793], [1.00023, -1.28136, 1.67083], [-0.55417, -5.21736, 0.50603], [-0.50107, -3.62016, -0.22357], [-1.47987, -3.90206, 1.20623], [0.58853, -5.28916, 3.70783], [-0.14377, -3.73966, 4.10783], [1.59323, -3.95256, 4.24593], [2.68573, -5.40476, 1.24793], [3.44193, -3.87926, 1.67083], [2.72553, -4.09366, 0.08453], [-3.74267, 2.08054, 2.18223], [-3.12987, 0.69744, 1.94363], [-3.35057, -0.19456, 3.16653], [-3.74807, 0.05884, 0.68893], [-1.67727, 0.82734, 1.85973], [-1.12357, 1.56944, 0.79613], [-4.79957, 1.98364, 2.41493], [-3.65007, 2.71514, 1.30213], [-3.24577, 2.56644, 3.01823], [-4.40657, -0.28866, 3.40433], [-2.83257, 0.23844, 4.01833], [-2.94137, -1.18676, 2.98813], [-4.80957, -0.10856, 0.84363], [-3.27557, -0.89566, 0.46733], [-3.64437, 0.70754, -0.17967], [-1.23807, -0.09296, 1.89293], [-1.18657, 2.56474, 1.02473], [-1.58447, 1.39944, -0.10647]],
  "forces_ev_per_a": [[-0.2470, 0.5753, 0.3787], [0.0248, -0.0431, -0.1544], [-0.7359, -0.2616, 0.3334], [0.9004, 0.0667, -0.3787], [-0.6221, 0.0977, 0.2089], [-0.0481, 0.3289, 0.3841], [0.0201, -0.2024, -0.1185], [0.0124, 0.0825, 0.1162], [-0.0411, -0.2964, -0.0920], [-0.0137, 0.5612, 0.2777], [0.0498, -0.2092, -0.0829], [-0.0488, 0.8526, -0.2548], [0.0247, 0.1527, 0.5433], [0.1392, -0.1260, -0.5128], [-0.1252, 0.1020, -0.6738], [0.0148, 0.3023, -0.1690], [0.1497, -0.8034, 0.7221], [0.0654, -0.9898, 0.0053], [-0.0840, 0.2418, 0.0233], [0.0152, -0.0450, 0.0141], [-0.0011, 0.0223, -0.0325], [-0.0410, -0.0129, 0.0344], [0.1399, 0.3764, 0.2014], [0.0010, -0.2101, -0.3364], [-0.0316, -0.0302, -0.0277], [-0.0621, -0.0141, -0.0811], [-0.0092, -0.0406, 0.0036], [0.0345, -0.0383, 0.0388], [0.0317, -0.4034, -0.4292], [0.6497, 0.2474, 0.5121], [0.1582, 0.2259, -0.1697], [0.0554, 0.3608, -0.7489], [-0.7367, 0.2308, 0.3192], [-0.1063, -0.6792, 0.1005], [0.0745, -0.2819, -0.0006], [0.0705, 0.0966, -0.1128], [-0.1059, 0.0946, 0.1370], [-0.0196, -0.1972, -0.0677], [-0.1180, 0.0836, -0.0367], [0.1587, 0.0727, 0.0117], [-0.0516, -0.2564, 0.0440], [0.0723, 0.1186, 0.1234], [-0.0226, 0.0619, -0.1433], [0.1252, -0.2664, -0.0032], [-0.3026, 0.1573, -0.0900], [0.0611, 0.2123, -0.1885], [0.1641, 0.1416, 0.2724], [0.2051, -0.2765, 0.4276], [0.1524, -0.0192, -0.1712], [-0.1452, 0.0240, -0.0172], [0.0044, 0.0761, -0.0732], [0.0448, 0.0613, 0.0935], [-0.1171, -0.0295, -0.0386], [0.0136, 0.0216, 0.1285], [0.0300, -0.1779, -0.0036], [-0.1765, -0.0305, -0.0321], [0.0591, -0.1496, -0.0105], [-0.0138, 0.0590, -0.1185], [0.0433, 0.2418, -0.1895], [0.0861, -0.3072, -0.1479], [0.1749, 0.0482, 0.2523]],
  "lowdin_spin": [1.41, 0.84, 0.11, 0.67, 0.88, 0.00, 0.00, 0.00, 0.00, 0.00, 0.00, 0.01, 0.05, 0.00, 0.01, 0.01, 0.13, 0.00, 0.00, 0.00, 0.00, 0.01, 0.01, 0.00, 0.00, 0.00, 0.00, 0.00, 0.01, 0.03, 0.10, 0.01, 0.01, 0.60, 0.01, 0.00, 0.00, 0.00, 0.00, 0.00, 0.00, 0.00, 0.00, 0.00, 0.00, 0.00, 0.00, 0.00, 0.07, 0.00, 0.00, 0.00, 0.00, 0.00, 0.00, 0.00, 0.00, 0.00, 0.00, 0.00, 0.00]
}



{
  "formula": "C32H34NO",
  "method": "ωB97M-V with the def2-TZVPD basis set",
  "total_charge": 1,
  "de_lowest_kj_mol": 0.0,
  "gap_ev": 4.875,
  "elements": ["C", "C", "C", "C", "C", "C", "C", "C", "C", "C", "C", "C", "C", "C", "C", "H", "H", "H", "H", "H", "H", "H", "H", "H", "H", "H", "H", "H", "H", "H", "O", "C", "C", "C", "C", "C", "C", "C", "C", "C", "C", "C", "C", "C", "C", "C", "C", "C", "N", "H", "H", "H", "H", "H", "H", "H", "H", "H", "H", "H", "H", "H", "H", "H", "H", "H", "H", "H"],
  "xyz": [[0.77302, 6.51971, -0.70322], [0.48860, 5.13349, -0.20950], [1.51598, 4.18061, -0.17955], [1.28074, 2.89214, 0.26679], [-0.02346, 2.47967, 0.68366], [-0.25831, 1.12667, 1.07271], [-1.48318, 0.43907, 0.91006], [-1.66789, -0.84544, 1.52025], [-2.88881, -1.49367, 1.46671], [-3.97975, -0.92250, 0.79053], [-5.32524, -1.57598, 0.86274], [-3.78155, 0.26181, 0.06384], [-2.56722, 0.93155, 0.10784], [-1.04510, 3.48080, 0.69718], [-0.78236, 4.77253, 0.26930], [-0.15459, 7.01868, -0.99505], [1.26572, 7.13532, 0.06464], [1.43836, 6.51227, -1.57620], [2.51017, 4.46843, -0.53220], [2.08524, 2.15155, 0.27054], [0.57999, 0.57306, 1.50737], [-0.81771, -1.29753, 2.03782], [-3.02107, -2.46556, 1.94858], [-6.10587, -0.86543, 0.57260], [-5.40233, -2.44219, 0.19255], [-5.53525, -1.94252, 1.87764], [-4.60369, 0.65964, -0.54068], [-2.44492, 1.84824, -0.46851], [-2.05045, 3.23193, 1.04928], [-1.57955, 5.51951, 0.27924], [3.87634, -3.67262, 3.40613], [4.62018, -2.84773, 4.28327], [5.97275, -3.54645, 4.38378], [6.40119, -4.23172, 3.25331], [7.58877, -4.96360, 3.30299], [8.36173, -4.95818, 4.47102], [7.95770, -4.21844, 5.58428], [6.74268, -3.52111, 5.55055], [4.71593, -1.41235, 3.70007], [3.63787, -0.85334, 3.00411], [3.68673, 0.48561, 2.58938], [4.85332, 1.24092, 2.74919], [5.93956, 0.66343, 3.41824], [5.86775, -0.65214, 3.90105], [3.87568, -2.70325, 5.61424], [3.74184, -3.94115, 6.53027], [2.36489, -3.75306, 7.19675], [1.68799, -2.57339, 6.48029], [2.51936, -2.33662, 5.32127], [2.92742, -3.45584, 3.51688], [5.80834, -4.19794, 2.33609], [7.89574, -5.51014, 2.41500], [9.29856, -5.51321, 4.50116], [8.57347, -4.16208, 6.48607], [6.40290, -2.93212, 6.40920], [2.73312, -1.43516, 2.80084], [2.80134, 0.93038, 2.13750], [4.91887, 2.26452, 2.36444], [6.85483, 1.22820, 3.57891], [6.70253, -1.09262, 4.44912], [4.39536, -1.91164, 6.18942], [3.76162, -4.86331, 5.93449], [4.57439, -3.97872, 7.23933], [1.75815, -4.64391, 7.04176], [2.44288, -3.55153, 8.26627], [0.65580, -2.81282, 6.20414], [1.65180, -1.66724, 7.10813], [2.39434, -1.43677, 4.87103]],
  "forces_ev_per_a": [[-0.0823, 0.2329, -0.1988], [0.0771, -0.0850, 0.2374], [0.0961, -0.3559, -0.0675], [-0.1386, -0.2355, 0.3281], [0.1437, 0.6968, -0.0169], [-0.4892, 0.2205, -0.4743], [-0.3972, -0.3411, -0.0673], [0.0518, 0.1198, -0.0863], [0.4686, -0.0006, 0.1016], [0.1430, -0.0713, 0.1516], [-0.2749, 0.0501, -0.0489], [0.3033, 0.3760, -0.1054], [-0.1984, -0.0903, 0.2306], [0.0068, -0.1239, -0.2265], [-0.0766, -0.2083, -0.0561], [0.1388, 0.0099, 0.0925], [-0.1667, -0.2502, -0.0990], [-0.1311, -0.1102, 0.2350], [-0.3258, -0.1824, 0.1366], [-0.1999, 0.2836, -0.0197], [-0.1704, 0.0627, -0.2319], [-0.3308, 0.1210, -0.0527], [0.0998, 0.3667, -0.0710], [0.0951, -0.1894, 0.0772], [0.1561, 0.1581, 0.0636], [0.1220, 0.1456, -0.2783], [0.3557, -0.1157, 0.2594], [0.0054, -0.4013, 0.0650], [0.4947, 0.1458, 0.0591], [0.2540, -0.2519, 0.0495], [-0.9462, 0.0429, -0.2031], [0.1142, 0.0641, -0.5048], [-0.3334, 0.4153, 0.3209], [0.5851, -0.3273, -0.0621], [-0.1603, 0.3614, 0.2705], [-0.0012, 0.0546, -0.1152], [-0.2943, 0.1835, -0.0099], [0.2147, -0.0732, -0.3988], [0.2760, -0.4068, -0.1937], [0.0644, 0.6174, -0.0131], [0.3245, -0.3582, 0.0037], [0.0291, -0.2379, 0.2600], [-0.1517, -0.2727, -0.0219], [-0.3019, 0.5327, -0.1155], [0.6711, 0.1814, 0.6974], [0.0389, 0.1631, -0.4877], [-0.1409, -0.0590, 0.0518], [-0.0858, 0.4437, 0.3629], [-0.9271, -0.2252, -0.7493], [0.5932, -0.0973, 0.3004], [0.2139, -0.0957, 0.4331], [0.1116, 0.0223, 0.2411], [-0.2190, 0.1134, 0.0116], [-0.1604, -0.1627, -0.3575], [0.2398, -0.3149, -0.2784], [0.4095, 0.1481, 0.0688], [0.2182, -0.0381, -0.0651], [-0.0617, -0.4016, 0.2433], [-0.1793, -0.0327, -0.0998], [-0.1801, 0.2106, -0.2438], [-0.0601, -0.0925, -0.0540], [0.0501, 0.2597, 0.0929], [-0.2833, -0.0752, -0.0925], [0.0509, -0.0588, 0.2530], [-0.0247, -0.1586, -0.0794], [0.1220, 0.0623, -0.0741], [-0.0049, -0.2708, 0.1456], [0.1591, -0.0941, 0.4761]],
  "nbo_charge": [-0.66, 0.11, -0.22, -0.13, -0.10, 0.09, -0.11, -0.09, -0.24, 0.14, -0.66, -0.24, -0.10, -0.14, -0.23, 0.23, 0.25, 0.24, 0.24, 0.23, 0.23, 0.23, 0.24, 0.24, 0.26, 0.25, 0.24, 0.23, 0.23, 0.24, -0.73, 0.20, -0.06, -0.13, -0.22, -0.21, -0.21, -0.22, -0.04, -0.18, -0.23, -0.23, -0.19, -0.20, -0.04, -0.42, -0.42, -0.21, -0.67, 0.49, 0.23, 0.22, 0.22, 0.22, 0.21, 0.20, 0.17, 0.22, 0.22, 0.23, 0.17, 0.23, 0.22, 0.21, 0.22, 0.19, 0.17, 0.38]
}



{
  "formula": "C5H16N3",
  "method": "ωB97M-V with the def2-TZVPD basis set",
  "s_squared": 0.758,
  "total_charge": 2,
  "de_lowest_kj_mol": 202.9,
  "gap_ev": [10.421, 3.640],
  "multiplicity": 2,
  "elements": ["C", "C", "H", "H", "H", "H", "H", "H", "C", "C", "C", "N", "N", "N", "H", "H", "H", "H", "H", "H", "H", "H", "H", "H"],
  "xyz": [[2.05150, -0.57277, 0.94530], [3.37499, -1.07058, 1.48312], [1.26501, -1.29333, 1.20356], [1.81132, 0.46048, 1.20809], [2.07453, -0.51582, -0.16967], [4.11693, -1.20219, 0.67096], [3.33221, -2.07619, 1.91752], [3.85899, -0.43248, 2.22405], [-1.01505, -1.00024, -1.13275], [-1.39192, -2.40035, -0.76987], [-0.87759, 1.31590, -0.16551], [-1.25445, 0.02834, -0.13505], [-0.40074, 1.85306, -1.27400], [-1.07354, 2.14762, 0.86537], [0.08601, -0.97447, -1.42292], [-1.49923, -0.75940, -2.09654], [-2.46869, -2.61813, -0.82428], [-1.21295, -2.57734, 0.30247], [-1.45289, -0.42888, 0.75124], [0.08644, 1.30066, -1.96831], [-0.25821, 2.84761, -1.40776], [-1.82797, 2.06176, 1.53397], [-0.43584, 2.91838, 1.03278], [-0.91722, -3.15037, -1.39747]],
  "forces_ev_per_a": [[0.0781, -0.0176, -0.6069], [0.7960, -0.3900, 0.0588], [-0.2475, 0.2616, -0.0348], [-0.0237, -0.0985, 0.4493], [-0.0616, -0.3320, 0.0931], [-0.1926, 0.2250, 0.1109], [-0.3063, 0.1704, -0.0702], [-0.2228, 0.1631, -0.1321], [0.1355, 0.4057, -0.7155], [-0.7641, -0.2245, 1.4977], [-0.0542, 3.2956, -0.2127], [0.3062, -3.0698, -0.4059], [0.8457, -0.8961, -0.4823], [-0.0276, -0.8857, 0.2033], [-0.3125, 0.2481, 0.2486], [0.0770, 0.5463, -0.0819], [-0.0124, 0.4251, -0.3973], [0.4855, -0.2950, -0.2635], [-0.2901, 0.5790, 0.5550], [-0.1455, -0.1676, -0.0810], [-0.2357, 0.1092, 0.4025], [0.0216, -0.3582, 0.1383], [-0.1553, 0.1309, -0.3215], [0.3062, 0.1752, 0.0481]],
  "lowdin_spin": [0.05, 0.04, 0.01, 0.01, 0.02, 0.02, 0.01, 0.00, 0.13, 0.03, 0.02, 0.37, 0.04, 0.09, 0.07, 0.05, 0.02, 0.01, 0.01, 0.00, 0.00, 0.00, 0.00, 0.00]
}



Number 2 is which compound? C32H34NO